ORCA calculation (ωB97M-V with the def2-TZVPD basis set) on a single C3H2Cl2N2O molecule in a non-equilibrium geometry.

```
10
C3H2Cl2N2O ωB97M-V with the def2-TZVPD basis set
O -2.196 1.181 -0.013
C -1.069 0.837 0.018
N 0.164 1.800 0.045
N 1.191 1.168 0.026
C 1.069 -0.264 -0.009
C -0.432 -0.561 -0.005
Cl -0.972 -1.406 -1.473
Cl -0.924 -1.464 1.451
H 1.586 -0.671 0.865
H 1.583 -0.621 -0.904
```

Results
- Net charge: 0
- Energy above the lowest of the compared OMol25 structures with the same formula, charge and spin: 28.9 kcal/mol
- Structure (SMILES): O=C1N=NCC1(Cl)Cl
- Kohn-Sham gap: 8.86 eV
- Highest occupied orbital energy: -0.3537 hartree
- Spin multiplicity: 1
- Total energy: -1220.60050 hartree